24
Properties=species:S:1:pos:R:3 method="wB97M-V/def2-TZVPD" e_homo_ev="0.8 / 0.0" s_squared=2.030 mol_weight_g_mol=232.60 fmax_ev_per_a=3.455 orbital_gap_ev="4.865 / 5.674" charge=-2 multiplicity=3 relative_energy_kj_mol=0.00
C 0.810 3.206 -0.875
C 1.345 2.463 0.187
C 0.299 2.523 -1.947
C 1.165 1.115 0.333
C 0.013 1.150 -1.793
C 0.423 0.402 -0.676
C -1.928 -2.092 1.354
C -1.950 -0.811 0.633
C 0.334 -0.986 -0.495
O 2.638 -2.023 -0.130
O 0.641 -3.329 0.880
O 1.516 -1.239 2.042
P 1.392 -1.971 0.750
Cl -0.029 -1.876 -1.877
H 0.924 4.311 -0.931
H 1.867 3.153 0.920
H -0.143 3.195 -2.724
H 1.454 0.699 1.310
H -0.326 0.532 -2.662
H -2.119 -2.938 0.602
H -0.939 -2.389 1.910
H -2.708 -2.219 2.205
H -2.117 0.043 1.202
H -2.562 -0.921 -0.219

---

22
Properties=species:S:1:pos:R:3 method="wB97M-V/def2-TZVPD" e_homo_ev="-7.6 / -7.3" mol_weight_g_mol=172.17 fmax_ev_per_a=3.241 orbital_gap_ev="7.427 / 7.455" multiplicity=1 relative_energy_kj_mol=123.47
C -2.799 -1.058 0.402
C -1.381 -1.171 0.500
C -3.029 0.178 -0.101
C -0.883 0.063 0.055
C 1.012 2.169 1.066
C 0.780 1.961 -0.434
C 0.444 0.506 -0.146
C 1.620 -1.617 -1.047
C 1.548 -0.463 -0.061
O -1.910 0.902 -0.325
F 1.519 -1.175 1.250
F 2.742 0.116 -0.157
H -3.385 -1.957 0.698
H -0.992 -2.091 0.890
H -3.928 0.609 -0.266
H 2.023 2.388 1.407
H 0.213 2.165 1.861
H -0.224 2.484 -0.740
H 1.618 1.974 -1.133
H 0.881 -2.370 -0.750
H 2.591 -2.181 -0.850
H 1.539 -1.430 -2.119

---

26
Properties=species:S:1:pos:R:3 method="wB97M-V/def2-TZVPD" e_homo_ev="-4.9 / -9.5" s_squared=8.768 mol_weight_g_mol=413.40 fmax_ev_per_a=6.435 orbital_gap_ev="5.295 / 7.228" multiplicity=6 relative_energy_kj_mol=53.87
C 2.032 1.590 -0.605
C 2.106 0.551 -1.621
C 2.346 -0.723 -0.951
C 2.415 -0.458 0.479
C 2.248 0.964 0.685
Ir 0.484 0.121 -0.372
N -1.275 1.669 -0.242
C -2.087 1.696 -1.272
C -0.968 0.505 -1.802
H 2.423 -1.689 -1.433
H 2.007 0.709 -2.689
H 2.563 -1.195 1.255
H 2.237 1.478 1.640
H 1.875 2.650 -0.788
H -0.514 0.890 -2.712
H -2.030 2.564 -1.939
H -1.555 2.027 0.672
H -1.557 -0.402 -1.950
H -3.080 1.250 -1.185
F -1.468 -3.148 3.405
C -1.852 -2.328 2.398
F -2.565 -3.057 1.496
F -2.687 -1.373 2.914
C -0.620 -1.613 1.726
O 0.452 -1.546 2.326
O -0.928 -1.131 0.567

---

32
Properties=species:S:1:pos:R:3 method="wB97M-V/def2-TZVPD" e_homo_ev=-8.8 smiles="CCSc1nnc(NC(=O)NC(C)(C(F)(F)F)C(F)(F)F)s1" mol_weight_g_mol=368.33 fmax_ev_per_a=1.474 orbital_gap_ev=9.123 multiplicity=1
C -6.133 -1.719 0.349
C -4.713 -1.202 0.258
H -4.130 -1.736 -0.491
H -4.198 -1.250 1.216
S -4.729 0.562 -0.246
C -3.034 0.848 -0.266
N -2.131 -0.022 0.021
N -0.889 0.445 -0.069
C -0.809 1.686 -0.429
N 0.342 2.384 -0.593
C 1.664 1.940 -0.447
O 2.574 2.695 -0.655
N 1.751 0.643 -0.044
C 2.966 -0.114 0.091
C 2.669 -1.365 0.923
H 1.844 -1.912 0.473
H 2.392 -1.068 1.932
H 3.541 -2.014 0.970
C 4.080 0.712 0.800
F 4.822 1.454 -0.006
F 4.937 -0.106 1.438
F 3.552 1.497 1.741
C 3.476 -0.558 -1.308
F 4.656 -1.179 -1.233
F 3.594 0.437 -2.178
F 2.613 -1.433 -1.848
H 0.860 0.146 0.065
H 0.271 3.353 -0.875
S -2.382 2.434 -0.705
H -6.120 -2.765 0.646
H -6.634 -1.637 -0.613
H -6.702 -1.156 1.084

---

24
Properties=species:S:1:pos:R:3 method="wB97M-V/def2-TZVPD" e_homo_ev=-9.5 smiles="CC[C@@H](F)OC(=O)Oc1ccccn1" mol_weight_g_mol=199.18 fmax_ev_per_a=8.908 orbital_gap_ev=8.728 multiplicity=1
C -1.331 2.016 0.847
C 0.201 1.608 0.335
C 0.318 2.015 -1.250
F 1.571 2.837 -1.398
O 0.465 0.881 -2.175
C -0.766 0.082 -2.284
O -1.965 0.671 -2.357
O -0.727 -1.418 -2.298
C -0.246 -1.728 -0.909
C 1.377 -1.850 -0.733
C 1.928 -2.145 0.813
C 0.774 -2.282 2.004
C -0.784 -2.118 1.527
N -1.308 -1.852 0.144
H -1.374 2.074 2.016
H -2.033 1.164 0.456
H -1.637 3.064 0.384
H 0.936 2.302 0.965
H 0.498 0.505 0.589
H -0.582 2.740 -1.513
H 2.067 -1.697 -1.665
H 3.083 -2.205 0.992
H 1.138 -2.473 3.113
H -1.601 -2.191 2.396

---

27
Properties=species:S:1:pos:R:3 method="wB97M-V/def2-TZVPD" e_homo_ev=-16.1 mol_weight_g_mol=442.85 fmax_ev_per_a=4.875 orbital_gap_ev=6.905 charge=+2 multiplicity=1 relative_energy_kj_mol=0.00
Hg 0.047 0.612 -2.460
C 0.081 1.790 1.334
O 0.090 2.267 2.390
C 0.033 3.080 -0.918
O 0.042 4.140 -0.502
C -2.132 0.963 -0.241
O -3.061 1.366 0.267
C 2.261 1.011 -0.340
O 3.200 1.400 0.170
C 0.036 -0.413 -4.496
H 0.979 -0.988 -4.499
H -0.899 -1.001 -4.522
C 0.032 0.972 -4.752
H -0.890 1.500 -5.059
H 0.955 1.507 -5.044
S 0.019 -1.573 -0.683
C -0.008 -1.488 1.040
N 1.054 -1.477 1.889
C 0.675 -1.537 3.291
C -0.865 -1.492 3.230
N -1.124 -1.389 1.806
H 2.012 -1.620 1.623
H 1.105 -0.697 3.847
H 1.006 -2.470 3.767
H -1.281 -0.629 3.757
H -1.301 -2.407 3.658
H -2.065 -1.428 1.448

---

24
Properties=species:S:1:pos:R:3 method="wB97M-V/def2-TZVPD" e_homo_ev=-8.1 smiles="CSN1c2ccccc2C[C@@H]1[N+](=O)[O-]" mol_weight_g_mol=210.26 fmax_ev_per_a=5.375 orbital_gap_ev=8.256 multiplicity=1 relative_energy_kj_mol=505.57
C 2.417 1.246 1.668
C 1.702 0.201 2.276
C 2.012 1.688 0.452
C 0.618 -0.337 1.766
C 0.905 1.136 -0.119
C 0.194 0.133 0.527
C 0.182 1.489 -1.475
C -0.945 0.362 -1.529
C -1.053 -3.221 -0.113
N -0.754 -0.444 -0.277
N -2.240 1.056 -1.425
O -3.188 0.439 -1.869
O -2.343 2.092 -0.782
S -1.909 -1.609 0.155
H 3.374 1.565 2.023
H 1.939 -0.105 3.358
H 2.477 2.390 -0.137
H 0.021 -1.061 2.322
H -0.307 2.451 -1.606
H 0.841 1.531 -2.436
H -0.765 -0.225 -2.409
H -2.009 -3.808 -0.248
H -0.659 -3.477 0.926
H -0.509 -3.493 -1.049

---

22
Properties=species:S:1:pos:R:3 method="wB97M-V/def2-TZVPD" e_homo_ev=-9.5 smiles="N#C[C@@H]1C[C@@H]2C[C@H]1C[C@@H]2N=C=S" mol_weight_g_mol=178.26 fmax_ev_per_a=3.797 orbital_gap_ev=9.621 multiplicity=1 relative_energy_kj_mol=114.52
C 3.337 -0.567 -0.206
C 1.256 0.450 0.146
C 0.494 0.889 -1.057
C -0.956 0.670 -0.705
C -0.948 1.063 0.754
C 0.143 0.123 1.150
C -0.504 -1.231 0.787
C -1.179 -0.830 -0.592
C -2.620 -1.031 -0.499
H 1.994 1.268 0.473
H 0.640 1.929 -1.366
H 0.775 0.266 -1.958
H -1.731 1.170 -1.338
H -1.870 0.971 1.253
H -0.592 2.067 0.880
H 0.503 0.241 2.196
H -1.293 -1.411 1.520
H 0.118 -2.180 0.725
H -0.837 -1.376 -1.477
N 2.103 -0.695 -0.158
N -3.779 -1.183 -0.352
S 4.945 -0.603 -0.177

---

23
Properties=species:S:1:pos:R:3 method="wB97M-V/def2-TZVPD" e_homo_ev=-8.4 smiles=NCCSc1nc2ccccc2s1 mol_weight_g_mol=210.33 fmax_ev_per_a=6.425 orbital_gap_ev=9.019 multiplicity=1 relative_energy_kj_mol=228.71
C -3.481 1.145 -0.408
C -3.050 0.170 0.765
C -0.547 -0.908 0.188
C 1.198 0.499 0.149
C 1.743 1.829 0.392
C 3.154 1.775 0.349
C 3.933 0.630 -0.176
C 3.332 -0.596 -0.404
C 1.928 -0.562 -0.199
H -1.730 1.883 -0.822
H -3.185 3.021 -1.094
H -3.797 0.492 -1.284
H -4.400 1.500 -0.059
H -4.141 -0.178 0.925
H -2.405 0.486 1.521
H 0.917 2.609 0.718
H 3.622 2.711 0.662
H 4.989 0.808 -0.433
H 3.804 -1.497 -0.667
N -2.567 2.248 -0.541
N -0.201 0.327 0.179
S -2.321 -1.360 0.016
S 0.848 -1.999 -0.071

---

23
Properties=species:S:1:pos:R:3 method="wB97M-V/def2-TZVPD" e_homo_ev=-8.7 smiles=S[C@@H](Cn1ccnc1)c1cccs1 mol_weight_g_mol=210.33 fmax_ev_per_a=3.105 orbital_gap_ev=9.283 multiplicity=1 relative_energy_kj_mol=149.78
C 2.316 1.304 0.804
C 1.784 1.038 -0.492
C -1.896 -1.650 1.895
C -2.171 -1.102 0.654
C 1.423 1.774 1.658
C -0.082 -1.842 0.900
C 0.455 1.236 -0.492
C -0.730 -0.794 -1.386
C -0.503 0.744 -1.501
N -0.608 -2.086 2.057
N -0.982 -1.266 0.013
S -0.154 1.857 0.999
S 0.118 1.187 -3.152
H 3.262 0.926 1.133
H 2.222 0.429 -1.286
H -2.604 -1.651 2.761
H -2.988 -0.616 0.167
H 1.568 2.319 2.553
H 0.876 -2.126 0.453
H 0.245 -1.271 -1.564
H -1.388 -1.251 -2.181
H -1.517 1.308 -1.401
H 1.354 1.533 -2.593

---

23
Properties=species:S:1:pos:R:3 method="wB97M-V/def2-TZVPD" e_homo_ev=-12.9 smiles="N#C[C@@H](c1ccccc1)/[N+](O)=C/N" mol_weight_g_mol=176.20 fmax_ev_per_a=7.178 orbital_gap_ev=8.430 charge=+1 multiplicity=1 relative_energy_kj_mol=268.60
C 0.565 2.173 -0.332
C 0.725 -1.561 2.857
C 1.889 -0.944 2.430
C -0.440 -1.427 2.122
C 1.894 -0.201 1.261
C -0.444 -0.678 0.957
C 0.726 -0.072 0.522
C -1.639 1.118 -1.809
C 0.751 0.789 -0.740
N 0.401 3.244 0.025
N -2.432 0.724 -2.746
N -0.240 0.422 -1.718
O -0.035 -0.578 -2.622
H 0.726 -2.141 3.767
H 2.797 -1.041 3.002
H -1.355 -1.897 2.449
H 2.801 0.284 0.936
H -1.363 -0.569 0.396
H -1.799 1.914 -1.106
H 1.735 0.707 -1.223
H -3.335 1.157 -2.900
H -2.126 -0.020 -3.370
H 0.199 -1.404 -2.159

---

26
Properties=species:S:1:pos:R:3 method="wB97M-V/def2-TZVPD" e_homo_ev=-11.9 mol_weight_g_mol=240.26 fmax_ev_per_a=4.284 orbital_gap_ev=7.769 charge=+1 multiplicity=1 relative_energy_kj_mol=25.16
C 0.459 3.434 0.788
C 0.572 2.856 -0.513
C -0.364 2.823 1.760
C -0.011 1.627 -0.764
C -0.721 1.460 1.530
C -0.597 0.859 0.245
C -1.503 0.607 2.297
C -1.772 -0.541 1.572
C -0.780 -1.455 -0.435
N -1.224 -2.683 -0.170
N 2.259 -1.863 -2.676
N -1.055 -0.444 0.375
O 0.097 -1.330 -1.398
O 1.235 -3.305 -0.825
O 2.358 -1.157 -0.240
S 1.695 -2.014 -1.147
H 0.694 4.468 1.101
H 0.824 3.356 -1.417
H -0.306 3.142 2.764
H 0.241 1.258 -1.779
H -2.062 0.786 3.245
H -2.215 -1.442 1.902
H -1.992 -2.651 0.586
H -1.020 -3.636 -0.700
H 1.932 -2.474 -3.411
H 3.256 -1.680 -2.690

---

27
Properties=species:S:1:pos:R:3 method="wB97M-V/def2-TZVPD" e_homo_ev="-10.9 / -11.9" s_squared=2.012 mol_weight_g_mol=494.32 fmax_ev_per_a=1.464 orbital_gap_ev="6.669 / 6.657" charge=+1 multiplicity=3
Pt 1.073 -1.570 -0.476
C -0.485 2.693 0.097
C -0.206 1.231 -0.016
N 0.968 0.692 -0.069
N 2.134 1.346 0.034
C 3.295 0.649 0.112
N 4.444 1.334 0.101
S 3.339 -1.028 0.298
C -1.312 0.280 -0.054
C -2.652 0.674 -0.096
C -3.646 -0.285 -0.039
C -3.289 -1.624 0.074
C -1.945 -1.950 0.079
N -0.991 -1.031 0.008
H 0.422 3.293 0.079
H -1.023 2.904 1.020
H -1.113 3.015 -0.733
H 2.163 2.364 -0.012
H 4.491 2.334 -0.016
H 5.306 0.818 0.188
H -2.909 1.716 -0.169
H -4.685 0.008 -0.056
H -4.032 -2.399 0.160
H -1.614 -2.977 0.173
Se 1.114 -3.596 -1.675
C 0.714 -4.253 -0.031
N 0.438 -4.639 1.017

---

24
Properties=species:S:1:pos:R:3 method="wB97M-V/def2-TZVPD" e_homo_ev=-12.7 mol_weight_g_mol=228.32 fmax_ev_per_a=4.461 orbital_gap_ev=7.588 charge=+1 multiplicity=1 relative_energy_kj_mol=147.44
C -0.655 2.068 3.005
C -0.270 1.111 3.908
C -0.649 1.692 1.703
C 0.254 -0.131 3.539
C -0.203 0.491 1.216
C 0.216 -0.459 2.198
C 0.899 -2.038 0.471
C 0.805 -0.935 -0.528
C -0.031 0.246 -0.160
N 0.635 0.641 -3.744
O 1.266 -3.160 0.303
O 0.597 -1.700 1.765
S 2.530 0.002 -0.536
S -0.769 1.261 -1.304
H -1.003 3.076 3.239
H -0.331 1.476 4.894
H -0.894 2.471 0.998
H 0.682 -0.868 4.164
H 0.560 -1.418 -1.601
H 0.359 1.496 -4.341
H 0.520 -0.142 -4.322
H 1.564 0.676 -3.390
H 2.797 -0.464 0.561
H 0.029 0.543 -2.787

---

25
Properties=species:S:1:pos:R:3 method="wB97M-V/def2-TZVPD" e_homo_ev="-3.5 / -3.5" mol_weight_g_mol=244.32 fmax_ev_per_a=3.950 orbital_gap_ev="6.617 / 6.618" charge=-1 multiplicity=1 relative_energy_kj_mol=166.44
C 0.450 -3.224 1.250
C 0.154 -2.606 2.500
C 0.510 -2.488 0.056
C 0.065 -1.222 2.558
C 0.348 -1.086 0.149
C 0.232 -0.525 1.395
C 0.422 1.210 -0.437
C -2.497 1.568 -0.944
C -1.283 2.057 -1.676
N 0.514 -0.111 -0.776
O 2.148 3.361 -0.877
O 2.917 1.114 -0.184
O 2.006 1.299 -2.366
S 0.123 1.252 1.273
S 2.021 1.920 -1.030
H 0.504 -4.347 1.178
H 0.104 -3.131 3.384
H 0.431 -2.960 -0.858
H 0.150 -0.809 3.466
H -3.046 0.605 -1.377
H -3.239 2.297 -1.154
H -2.072 1.405 0.173
H -0.982 3.053 -1.453
H -1.061 1.530 -2.630
H 1.079 -0.161 -1.619

---

22
Properties=species:S:1:pos:R:3 method="wB97M-V/def2-TZVPD" e_homo_ev="-7.7 / -7.7" mol_weight_g_mol=166.18 fmax_ev_per_a=5.909 orbital_gap_ev="5.195 / 5.186" multiplicity=1 relative_energy_kj_mol=428.07
C -3.381 -1.275 0.192
C -2.333 -0.817 1.021
C -3.025 -0.863 -1.052
C -1.359 -0.196 0.202
C 2.253 -1.576 0.307
C 2.288 0.009 0.285
C -0.109 0.347 0.488
C 1.037 0.623 -0.320
C 1.285 2.196 -0.531
O 3.397 -2.016 0.331
O -1.815 -0.263 -1.073
O 1.173 -2.034 0.456
H -4.306 -1.671 0.459
H -2.144 -0.869 2.064
H -3.535 -1.016 -2.123
H 2.474 0.509 1.239
H 3.131 0.199 -0.375
H 0.183 0.544 1.488
H 0.935 0.343 -1.393
H 2.189 2.566 -1.054
H 1.260 2.674 0.475
H 0.402 2.587 -1.085

---

23
Properties=species:S:1:pos:R:3 method="wB97M-V/def2-TZVPD" e_homo_ev=-8.4 smiles="COc1cc(CC(=O)O)ccc1O" mol_weight_g_mol=182.17 fmax_ev_per_a=10.580 orbital_gap_ev=9.032 multiplicity=1 relative_energy_kj_mol=490.91
C -2.906 -1.858 0.716
C -1.441 -0.454 -0.158
C -0.020 -0.596 -0.269
C 0.965 0.344 -0.404
C 2.348 -0.262 -0.945
C 3.349 -0.085 0.078
C 0.554 1.638 -0.054
C -0.799 1.848 0.092
C -1.928 0.928 -0.095
H -2.216 -2.543 1.159
H -3.228 -1.160 1.713
H -3.822 -2.564 0.237
H 0.232 -1.579 -0.597
H 2.622 0.394 -1.866
H 2.246 -1.220 -1.611
H 4.963 -0.425 0.863
H 1.262 2.498 0.160
H -1.131 2.838 0.603
H -3.224 2.418 -0.205
O -2.332 -1.272 -0.371
O 4.583 -0.886 0.046
O 3.250 0.703 1.013
O -3.326 1.295 -0.104

---

21
Properties=species:S:1:pos:R:3 method="wB97M-V/def2-TZVPD" e_homo_ev=-8.9 smiles="C[C@@](S)(C=O)c1ccccc1" mol_weight_g_mol=166.25 fmax_ev_per_a=5.500 orbital_gap_ev=9.558 multiplicity=1 relative_energy_kj_mol=100.12
C 0.184 2.886 1.126
C -1.014 2.292 1.343
C 1.216 2.310 0.459
C -1.144 0.948 1.046
C 1.091 0.956 0.067
C -0.125 0.332 0.294
C 0.206 -2.142 1.068
C 0.140 -1.289 -1.475
C -0.388 -1.067 -0.105
O 0.496 -1.776 2.164
S -2.211 -1.616 0.127
H 0.449 3.821 1.616
H -1.703 2.893 1.934
H 2.115 2.802 0.462
H -1.909 0.373 1.267
H 1.967 0.425 -0.377
H 0.362 -3.216 0.574
H -0.268 -2.033 -2.027
H 0.091 -0.214 -2.076
H 1.197 -1.606 -1.366
H -1.758 -2.669 -0.597

---

22
Properties=species:S:1:pos:R:3 method="wB97M-V/def2-TZVPD" e_homo_ev=-8.3 smiles="CC1(C)CC(=S)c2sccc2O1" mol_weight_g_mol=198.31 fmax_ev_per_a=5.777 orbital_gap_ev=7.608 multiplicity=1 relative_energy_kj_mol=0.00
C 1.440 2.289 0.186
C 2.756 2.239 -0.122
C 0.829 1.023 0.150
C 1.767 0.008 0.068
C 1.446 -1.334 0.203
C -0.263 -1.654 0.462
C -1.051 -0.378 0.114
C -2.478 -0.431 0.770
C -1.232 -0.357 -1.386
O -0.481 0.865 0.513
S 2.536 -2.602 0.202
S 3.357 0.696 -0.146
H 0.996 3.285 0.504
H 3.466 3.127 -0.404
H -0.408 -2.473 -0.111
H -0.343 -2.171 1.446
H -2.491 -0.168 1.799
H -2.985 -1.345 0.661
H -3.042 0.345 0.281
H -1.673 0.619 -1.685
H -1.911 -1.111 -1.604
H -0.235 -0.472 -1.900